This record from OMol25 describes a molecular structure, C3FeO2. The level of theory is ωB97M-V/def2-TZVPD.

Its lowest unoccupied orbital energy (alpha / beta) is -6.868 / -7.484 eV. As for the net charge: +1. As for the expectation value of S²: 8.78. For the energy above the lowest of the compared OMol25 structures with the same formula, charge and spin, the calculation gives 0.0 kcal/mol. The HOMO-LUMO gap (alpha / beta) is 7.93 / 6.43 eV. As for the multiplicity: 6.

```
6
C3FeO2 (ωB97M-V/def2-TZVPD)
O 2.6805 1.6961 0.9256
C 2.2070 2.3585 1.9314
C 1.2949 2.4872 2.8183
C 0.3717 -0.3530 2.5886
O 1.1362 -0.6089 1.7583
Fe 1.6198 0.5641 -0.0070
```

This record from OMol25 describes a gas-phase ion, C2H3O2 (charge -1). The level of theory is ωB97M-V/def2-TZVPD.

Its lowest unoccupied orbital energy is 4.803 eV. As for the net charge: -1. As for the SMILES: CC(=O)[O-]. For the energy above the lowest of the compared OMol25 structures with the same formula, charge and spin, the calculation gives 4.0 kcal/mol. The HOMO-LUMO gap is 8.38 eV.

```
7
C2H3O2 (ωB97M-V/def2-TZVPD)
O -1.3181 0.0225 0.2841
C -0.1032 -0.1417 0.1277
O 0.6294 -1.0458 0.5784
C 0.6480 0.9412 -0.7859
H 0.3622 1.8823 -0.4381
H 1.6900 0.7119 -0.8107
H 0.1885 0.7955 -1.7016
```

This record from OMol25 describes 2 unconnected molecules or ions with the total composition C4H8O2. The level of theory is ωB97M-V/def2-TZVPD.

Its lowest unoccupied orbital energy (alpha / beta) is 3.435 / 3.220 eV. As for the net charge: -1. As for the expectation value of S²: 0.77. For the energy above the lowest of the compared OMol25 structures with the same formula, charge and spin, the calculation gives 25.5 kcal/mol. The HOMO-LUMO gap (alpha / beta) is 2.92 / 5.33 eV. As for the multiplicity: 2.

```
14
C4H8O2 (ωB97M-V/def2-TZVPD)
C 1.7855 -0.6605 1.9994
C 1.5304 -0.8567 0.6679
C 0.8608 -0.0387 -0.2701
C 0.3782 -0.4831 -1.5110
O -0.8763 -0.0682 -1.9856
H 2.2749 -1.4204 2.5994
H 1.5978 0.2896 2.4855
H 1.8928 -1.7948 0.2334
H 0.5107 0.9343 0.0720
H 0.7476 -1.3570 -2.0369
H -1.4401 0.1686 -1.2348
H -2.9226 1.4254 0.3721
H -3.3376 2.3683 -0.8036
O -3.0022 1.4929 -0.5877
```

This record from OMol25 describes a molecular structure, C10H6AuN6S4. The level of theory is ωB97M-V/def2-TZVPD.

Its lowest unoccupied orbital energy (alpha / beta) is -4.372 / -6.732 eV. As for the net charge: +1. As for the expectation value of S²: 2.03. For the energy above the lowest of the compared OMol25 structures with the same formula, charge and spin, the calculation gives 0.0 kcal/mol. The HOMO-LUMO gap (alpha / beta) is 6.68 / 4.32 eV. As for the multiplicity: 3.

```
27
C10H6AuN6S4 (ωB97M-V/def2-TZVPD)
Au 1.4650 -0.2380 0.0005
S 2.6629 1.7987 -0.1325
C 2.1391 2.1944 -1.7421
C 2.2903 3.5693 -2.2511
N 2.4074 4.6612 -2.6060
C 1.8206 1.2281 -2.6976
S 1.4478 -0.3893 -2.4030
C 1.7432 1.6104 -4.0585
N 1.5572 1.8263 -5.1818
N -2.0582 2.9715 0.8310
C -2.1680 1.6447 0.9991
N -1.1551 0.8224 1.0202
C -1.6805 -0.4727 1.2156
C -3.0560 -0.5718 1.2831
S -3.8038 0.9254 1.2259
C -0.8656 -1.6361 1.4359
C -1.2485 -2.7493 2.1540
S -0.0993 -4.0252 2.0558
C 0.9174 -3.0493 1.0596
N 0.4259 -1.8210 0.8417
N 2.0520 -3.5527 0.5581
H -1.1879 3.3742 0.5645
H -2.9175 3.5241 0.7477
H -3.6736 -1.4773 1.3844
H -2.1410 -2.8550 2.7292
H 2.4674 -4.4018 0.9641
H 2.6588 -2.9113 0.0024
```

This record from OMol25 describes a molecular structure, C32H42Cl2NOP3Sn. The level of theory is ωB97M-V/def2-TZVPD.

Its lowest unoccupied orbital energy is -5.775 eV. As for the net charge: +2. The HOMO-LUMO gap is 6.60 eV.

```
82
C32H42Cl2NOP3Sn (ωB97M-V/def2-TZVPD)
P 1.2896 1.2470 -2.2682
C 2.9466 1.4307 -3.0539
C 3.3292 0.7904 -4.2376
H 2.6445 0.1053 -4.7448
C 4.5914 1.0286 -4.7959
H 4.8775 0.5319 -5.7231
C 5.4729 1.9136 -4.1666
H 6.4575 2.1135 -4.6042
C 5.0957 2.5592 -2.9782
H 5.7737 3.2615 -2.4956
C 3.8407 2.3108 -2.4226
H 3.5303 2.8092 -1.4973
C 0.6147 -0.1133 -3.3095
C 0.9187 -1.4252 -2.9042
H 1.4932 -1.5732 -1.9855
C 0.5188 -2.5128 -3.6792
H 0.7839 -3.5274 -3.3671
C -0.2036 -2.3032 -4.8641
H -0.5100 -3.1575 -5.4726
C -0.5228 -0.9994 -5.2689
H -1.0841 -0.8318 -6.1919
C -0.1072 0.0901 -4.4938
H -0.3432 1.1006 -4.8319
C 0.4484 2.6759 -3.0764
C 0.9930 3.3987 -4.1521
H 1.9798 3.1606 -4.5332
C 0.2588 4.4288 -4.7501
H 0.6911 4.9849 -5.5885
C -1.0262 4.7383 -4.2889
H -1.6068 5.5272 -4.7654
C -1.5639 4.0259 -3.2059
H -2.5711 4.2561 -2.8464
C -0.8281 3.0161 -2.5821
H -1.2198 2.4839 -1.7203
Sn 0.2229 -0.4202 3.3876
C -1.6642 -1.1727 2.7117
C -2.0779 -1.3371 1.4422
H -2.3366 -1.4934 3.5264
C -1.3042 -0.8151 0.2606
O -2.2106 0.0852 -0.4343
H -1.8534 0.3134 -1.3192
C -0.0190 -0.1020 0.5338
H -1.0120 -1.6838 -0.3599
C 1.0621 0.5046 0.2159
Cl -0.4643 -1.1862 5.5685
Cl 2.4349 0.5220 3.6492
P 1.5699 -2.6622 3.3148
C 2.3263 -2.9236 4.9393
H 1.5519 -2.9837 5.7121
H 2.9671 -2.0700 5.1829
H 2.9254 -3.8410 4.9360
C 0.4954 -4.0733 2.9478
H -0.0589 -3.8983 2.0150
H -0.2386 -4.1982 3.7557
H 1.0913 -4.9912 2.8453
C 2.8826 -2.5214 2.0770
H 3.5373 -1.6813 2.3484
H 2.4454 -2.3063 1.0906
H 3.4529 -3.4612 2.0413
P -3.7342 -2.1000 1.1949
C -4.2370 -2.9865 2.6852
C -3.7301 -3.2782 -0.1548
H -4.2366 -2.3155 3.5579
H -3.5402 -3.8162 2.8844
H -5.2550 -3.3938 2.5391
H -3.3487 -2.7910 -1.0548
H -4.7523 -3.6340 -0.3156
H -3.0820 -4.1206 0.1030
C -4.9875 -0.8376 0.8596
H -5.2153 -0.2848 1.7837
H -5.9024 -1.3201 0.4818
H -4.5629 -0.1375 0.1218
H 1.9933 1.0426 0.1365
C -0.9238 3.4992 6.9907
C -0.9924 3.8165 5.4833
C -0.6698 2.6812 4.6391
N -0.4406 1.7617 3.9695
H -1.7275 2.8058 7.2669
H -1.0537 4.4024 7.5868
H 0.0458 3.0697 7.2614
H -2.0182 4.1410 5.2269
H -0.3177 4.6475 5.2299
```

Looking at energy for the records above, in order, we have -1527.9455; -228.5381; -307.5921; -2441.3693; -3532.7691 Eh.
Looking at max |F| for the records above, in order, we have 3.20; 2.90; 0.58; 2.64; 3.98 eV Å⁻¹.